(1)
{"formula": "C22H32N4O4S", "method": "ωB97M-V/def2-TZVPD", "species": ["C", "C", "C", "C", "N", "C", "C", "C", "O", "C", "N", "C", "N", "C", "C", "C", "C", "S", "O", "O", "N", "C", "C", "C", "C", "C", "C", "C", "C", "C", "O", "H", "H", "H", "H", "H", "H", "H", "H", "H", "H", "H", "H", "H", "H", "H", "H", "H", "H", "H", "H", "H", "H", "H", "H", "H", "H", "H", "H", "H", "H", "H", "H"], "positions_angstrom": [[-5.546, 3.332, -3.792], [-6.210, 3.686, -2.466], [-5.207, 3.907, -1.335], [-4.458, 2.629, -0.953], [-3.605, 2.840, 0.206], [-4.213, 2.657, 1.509], [-4.048, 1.227, 2.023], [-2.310, 3.120, -0.014], [-1.828, 3.222, -1.126], [-1.408, 3.340, 1.218], [-0.080, 2.875, 0.894], [0.720, 3.591, 0.064], [1.875, 3.232, -0.353], [2.351, 2.015, 0.051], [3.623, 1.603, -0.377], [4.121, 0.388, 0.027], [3.367, -0.432, 0.862], [4.078, -2.002, 1.348], [3.226, -2.609, 2.334], [5.457, -1.799, 1.684], [4.034, -2.788, -0.133], [5.099, -3.742, -0.365], [4.831, -5.073, 0.334], [3.485, -5.646, -0.115], [3.188, -6.966, 0.590], [2.391, -4.616, 0.172], [2.722, -3.281, -0.496], [2.119, -0.061, 1.294], [1.596, 1.172, 0.891], [0.267, 1.590, 1.319], [-0.504, 0.931, 1.990], [-4.803, 4.081, -4.055], [-5.054, 2.365, -3.738], [-6.289, 3.291, -4.585], [-6.790, 4.603, -2.595], [-6.907, 2.893, -2.183], [-5.738, 4.287, -0.458], [-4.476, 4.661, -1.636], [-5.165, 1.828, -0.725], [-3.815, 2.317, -1.777], [-3.795, 3.373, 2.221], [-5.276, 2.887, 1.406], [-4.530, 0.526, 1.345], [-2.999, 0.951, 2.102], [-4.508, 1.132, 3.002], [-1.736, 2.773, 2.087], [-1.381, 4.410, 1.445], [0.339, 4.551, -0.255], [4.183, 2.264, -1.019], [5.099, 0.045, -0.273], [6.014, -3.284, 0.011], [5.186, -3.886, -1.448], [4.809, -4.898, 1.412], [5.638, -5.773, 0.112], [3.526, -5.824, -1.198], [2.235, -7.371, 0.258], [3.965, -7.697, 0.377], [3.142, -6.816, 1.665], [2.321, -4.453, 1.249], [1.426, -4.973, -0.191], [1.999, -2.516, -0.206], [2.701, -3.385, -1.587], [1.550, -0.703, 1.949]], "forces_ev_per_a": [[-0.1861, 0.0109, 0.1489], [0.1968, 0.1229, 0.0136], [-0.1675, -0.2713, -0.0327], [0.0043, 0.2985, -0.3105], [-0.1774, 0.0042, -0.1987], [0.0889, -0.2946, 0.3311], [-0.0576, 0.2453, -0.0204], [0.0172, 0.0130, 0.4888], [0.2202, 0.0749, -0.3002], [-0.2628, -0.0418, -0.1884], [-0.0012, -0.2725, 0.3063], [0.3461, 0.2305, -0.2779], [0.1151, 0.5457, -0.3318], [-0.2669, -0.5631, 0.4496], [0.0333, -0.2048, 0.0998], [0.0663, 0.2792, -0.1510], [-0.0703, -0.5604, 0.3279], [-0.1413, 0.3825, -0.4299], [-0.2016, 0.1096, -0.1756], [0.1428, 0.0268, -0.2190], [0.1628, 0.6356, 0.8097], [0.6149, -0.2795, 0.2884], [-0.1066, 0.0657, -0.4138], [-0.0441, -0.0674, 0.3661], [0.0529, 0.2074, -0.2627], [0.1411, 0.0056, -0.2895], [-0.6415, -0.1305, 0.0824], [-0.0484, -0.0820, 0.1290], [0.4163, 0.0972, -0.2866], [0.0096, 0.0564, 0.0400], [-0.0190, -0.1741, 0.0564], [0.1138, 0.0621, -0.0786], [0.0955, -0.1052, -0.0749], [0.0016, -0.0391, -0.1259], [-0.0829, -0.0521, 0.0292], [-0.1012, 0.0270, 0.0290], [0.0509, 0.0402, 0.0459], [0.0518, 0.0564, 0.0464], [0.0131, -0.0355, 0.0143], [-0.1369, -0.0819, 0.0957], [-0.1070, -0.0070, -0.0372], [0.1075, 0.1157, 0.0342], [-0.0640, -0.0882, -0.0646], [0.0969, -0.0033, 0.0173], [-0.0718, -0.0738, 0.1220], [0.0376, 0.2005, -0.0846], [-0.0133, -0.1005, 0.0180], [-0.1636, 0.0378, 0.0628], [0.0664, 0.0599, -0.0626], [0.1456, 0.0597, -0.1243], [0.0699, -0.1409, -0.2081], [-0.0154, 0.0615, 0.0553], [0.0491, -0.0867, 0.0936], [0.0453, -0.0327, 0.0500], [0.0192, 0.0180, -0.0140], [-0.1090, -0.0953, 0.0075], [0.0641, -0.1275, 0.0178], [-0.0119, -0.0043, 0.1558], [-0.0816, -0.0883, -0.0078], [-0.0547, -0.0138, 0.0113], [-0.1404, -0.0588, -0.1953], [-0.0184, 0.0788, 0.0678], [-0.0926, -0.0522, 0.0548]], "homo_lumo_gap_ev": 9.1364, "smiles": "CCCCN(CC)C(=O)Cn1cnc2ccc(S(=O)(=O)N3CCC(C)CC3)cc2c1=O", "e_above_lowest_kcal_mol": 14.06, "homo_ev": -8.9}


(2)
{"formula": "C22H32N7O4PPd", "method": "ωB97M-V/def2-TZVPD", "species": ["Pd", "N", "C", "C", "O", "N", "C", "C", "O", "O", "H", "H", "H", "H", "H", "H", "C", "C", "N", "C", "C", "C", "C", "C", "C", "C", "C", "C", "N", "C", "H", "H", "H", "H", "H", "H", "H", "H", "C", "N", "C", "P", "O", "N", "C", "C", "N", "C", "C", "H", "H", "H", "H", "H", "H", "H", "H", "H", "H", "H", "H", "H", "H", "H", "H", "H", "H"], "positions_angstrom": [[1.104, 0.177, 1.191], [2.546, -0.710, 2.478], [2.568, 0.145, 3.675], [2.557, 1.592, 3.255], [3.198, 2.467, 3.734], [1.632, 1.827, 2.124], [1.483, 3.034, 1.755], [4.242, 1.850, -0.218], [4.432, 2.934, -0.561], [4.039, 0.762, 0.143], [3.452, -0.707, 2.017], [2.332, -1.673, 2.719], [1.642, -0.028, 4.230], [3.411, -0.029, 4.342], [0.860, 3.220, 0.889], [1.965, 3.839, 2.303], [-2.350, -0.974, 4.336], [-1.405, -0.197, 3.650], [-0.733, -0.625, 2.602], [-0.963, -1.887, 2.164], [-1.899, -2.736, 2.773], [-2.596, -2.244, 3.893], [-2.129, -4.053, 2.254], [-1.456, -4.493, 1.174], [-0.488, -3.659, 0.522], [0.210, -4.099, -0.615], [1.121, -3.275, -1.220], [1.343, -2.013, -0.674], [0.702, -1.577, 0.399], [-0.228, -2.369, 1.014], [-2.869, -0.564, 5.191], [-1.209, 0.823, 3.967], [-3.322, -2.875, 4.389], [-2.856, -4.686, 2.748], [-1.630, -5.485, 0.777], [0.020, -5.092, -1.003], [1.677, -3.581, -2.094], [2.072, -1.339, -1.101], [-1.440, -0.924, -3.007], [-1.302, -0.098, -1.815], [-2.355, -0.286, -0.822], [-0.351, 1.237, -1.704], [0.419, 1.286, -0.399], [-1.360, 2.523, -1.801], [-2.684, 2.493, -2.411], [-0.880, 3.864, -1.490], [0.690, 1.247, -2.962], [2.116, 0.989, -2.816], [0.293, 1.780, -4.268], [-1.494, -1.974, -2.713], [-0.580, -0.794, -3.658], [-2.349, -0.684, -3.567], [-2.395, -1.333, -0.516], [-3.338, -0.018, -1.221], [-2.161, 0.329, 0.058], [-2.931, 1.489, -2.747], [-2.723, 3.156, -3.279], [-3.440, 2.823, -1.696], [0.063, 3.815, -0.952], [-1.609, 4.387, -0.869], [-0.722, 4.451, -2.400], [2.316, 0.554, -1.841], [2.688, 1.915, -2.914], [2.461, 0.294, -3.584], [-0.595, 2.401, -4.178], [0.091, 0.980, -4.983], [1.097, 2.401, -4.663]], "forces_ev_per_a": [[0.5158, -0.1270, -0.1449], [-0.2165, 0.0765, 0.0992], [-0.0151, -0.0036, 0.2151], [0.0229, 0.1017, 0.0686], [-0.0633, -0.0004, 0.0255], [0.7404, 0.6233, 0.0973], [-0.2464, 0.0701, 0.0532], [0.1569, 0.1636, 0.0124], [-0.1037, -0.0865, -0.0085], [0.0454, -0.0830, 0.0393], [-0.0178, 0.0111, -0.0656], [-0.0339, 0.0122, 0.0701], [0.0294, -0.0325, 0.0271], [0.0562, -0.0252, -0.0731], [0.0251, 0.0375, 0.0248], [-0.0148, -0.0149, 0.0141], [0.0170, 0.0391, -0.0038], [-0.0645, 0.0551, -0.0207], [-0.2086, -0.2894, 0.1837], [0.0513, 0.0353, -0.0180], [-0.0055, 0.0208, -0.0086], [-0.0090, -0.0273, -0.0012], [0.0016, 0.0007, 0.0191], [-0.0008, -0.0215, -0.0129], [-0.0383, 0.0276, 0.0333], [0.0121, -0.0209, -0.0238], [0.0312, 0.0047, -0.0252], [0.0125, -0.0501, 0.0397], [-0.4386, -0.6941, -0.1741], [0.0304, -0.0883, -0.2107], [0.0053, 0.0067, -0.0034], [0.0093, -0.0133, 0.0072], [0.0006, -0.0071, -0.0067], [-0.0043, 0.0108, 0.0052], [0.0027, 0.0019, -0.0049], [-0.0081, 0.0016, 0.0059], [-0.0052, -0.0095, 0.0005], [-0.0017, -0.0086, -0.0223], [0.0291, -0.0260, -0.0051], [0.0699, -0.0118, 0.1232], [-0.0356, 0.0196, 0.0034], [-0.4504, -0.1120, -0.0966], [-0.1428, 0.3021, -0.2407], [-0.0307, 0.0191, 0.1828], [0.0095, 0.0018, -0.0754], [0.0037, 0.0194, -0.0803], [0.1602, 0.2829, 0.0322], [0.0107, -0.1734, -0.0599], [0.0326, -0.0617, 0.0125], [0.0038, -0.0046, 0.0028], [0.0012, -0.0123, -0.0059], [0.0007, 0.0120, 0.0059], [0.0273, -0.0461, 0.0144], [0.0075, -0.0156, 0.0279], [0.0028, -0.0197, -0.0032], [-0.0085, 0.0363, -0.0092], [0.0181, 0.0155, 0.0111], [-0.0085, 0.0002, -0.0022], [0.0364, 0.0060, -0.0401], [0.0034, -0.0084, 0.0158], [-0.0149, 0.0032, 0.0015], [0.0201, 0.0675, 0.0145], [0.0089, 0.0174, -0.0138], [-0.0110, -0.0071, -0.0028], [-0.0355, -0.0341, -0.0040], [0.0297, 0.0213, -0.0298], [-0.0077, 0.0116, 0.0079]], "homo_lumo_gap_ev": 8.0487, "e_above_lowest_kcal_mol": 4.38, "charge": 2, "homo_ev": -14.4}


(3)
{"formula": "C22H32O2", "method": "ωB97M-V/def2-TZVPD", "species": ["C", "C", "C", "C", "C", "C", "C", "C", "C", "C", "C", "C", "C", "C", "C", "C", "C", "C", "C", "C", "C", "C", "O", "O", "H", "H", "H", "H", "H", "H", "H", "H", "H", "H", "H", "H", "H", "H", "H", "H", "H", "H", "H", "H", "H", "H", "H", "H", "H", "H", "H", "H", "H", "H", "H", "H"], "positions_angstrom": [[-4.298, -1.919, -1.030], [-3.063, -2.760, -1.351], [-2.083, -2.740, -0.221], [-0.803, -2.425, -0.329], [0.154, -2.370, 0.825], [0.552, -0.945, 1.079], [0.250, -0.272, 2.177], [0.656, 1.143, 2.433], [-0.456, 2.103, 2.761], [-1.740, 2.066, 2.436], [-2.480, 1.041, 1.625], [-3.222, 1.726, 0.512], [-2.890, 1.711, -0.770], [-1.697, 1.009, -1.352], [-0.444, 1.793, -1.092], [0.530, 1.992, -1.963], [1.787, 2.737, -1.640], [2.996, 1.857, -1.497], [3.031, 0.547, -1.663], [4.264, -0.287, -1.504], [4.045, -1.437, -0.519], [3.813, -0.951, 0.889], [3.965, 0.168, 1.294], [3.423, -1.958, 1.688], [-4.020, -0.882, -0.855], [-5.005, -1.953, -1.856], [-4.794, -2.296, -0.138], [-3.377, -3.794, -1.531], [-2.588, -2.391, -2.261], [-2.491, -3.006, 0.747], [-0.389, -2.154, -1.292], [1.047, -2.958, 0.590], [-0.313, -2.791, 1.718], [1.080, -0.449, 0.275], [-0.289, -0.756, 2.984], [1.216, 1.521, 1.571], [1.350, 1.151, 3.282], [-0.116, 2.957, 3.338], [-2.368, 2.883, 2.775], [-1.797, 0.292, 1.237], [-3.210, 0.547, 2.277], [-4.089, 2.295, 0.825], [-3.492, 2.271, -1.474], [-1.584, 0.027, -0.882], [-1.830, 0.858, -2.425], [-0.368, 2.200, -0.093], [0.461, 1.594, -2.968], [1.992, 3.474, -2.425], [1.656, 3.289, -0.704], [3.902, 2.382, -1.222], [2.133, 0.005, -1.934], [5.085, 0.338, -1.152], [4.543, -0.713, -2.473], [4.918, -2.093, -0.495], [3.187, -2.046, -0.811], [3.259, -1.632, 2.586]], "forces_ev_per_a": [[0.1362, -0.0932, -0.1548], [-0.1081, 0.0492, 0.0930], [-0.0617, -0.0710, -0.3308], [0.0993, -0.1566, 0.2489], [-0.0125, 0.1071, -0.0649], [-0.0483, -0.2952, 0.1920], [0.3317, 0.0984, -0.0173], [-0.0871, -0.0035, -0.0437], [0.2668, 0.1216, 0.1247], [-0.1770, -0.0281, 0.0907], [0.0292, -0.0118, -0.0862], [-0.1373, -0.0569, 0.0841], [-0.1382, -0.0112, -0.2022], [0.0627, -0.0430, 0.1305], [-0.0954, -0.1612, -0.2145], [0.1836, 0.2325, 0.0434], [-0.0345, -0.1115, 0.0136], [-0.1300, 0.1552, -0.0665], [0.2378, -0.0343, -0.0738], [-0.0842, -0.0735, 0.1468], [0.1039, 0.2597, -0.0795], [0.0436, -0.0052, 0.1356], [0.0849, 0.2230, -0.0052], [-0.0569, -0.5802, 0.1221], [-0.0255, 0.1075, 0.0441], [-0.1268, 0.0331, -0.0309], [-0.0925, -0.0009, 0.0990], [0.0287, 0.0168, -0.0847], [0.0386, -0.0695, -0.0361], [0.0182, -0.0350, 0.2410], [-0.0343, 0.0572, -0.2207], [-0.0095, -0.0521, 0.0836], [0.0369, -0.0492, 0.0165], [0.1023, 0.2067, -0.1179], [-0.1432, -0.1603, 0.0483], [0.1104, -0.0089, 0.0490], [0.0402, 0.0504, -0.0961], [-0.0880, 0.1177, 0.0281], [0.0278, 0.1260, 0.0785], [-0.1352, -0.0493, 0.0024], [0.0483, -0.0837, -0.0445], [-0.0966, 0.1222, -0.0616], [-0.1189, 0.1164, 0.0119], [-0.0532, -0.0297, -0.0645], [0.0249, -0.0794, 0.0138], [0.1171, 0.1232, 0.2068], [-0.1263, -0.1171, -0.1367], [-0.0064, 0.0773, 0.0971], [-0.0189, 0.0748, -0.0497], [0.1975, -0.0286, 0.0546], [-0.2265, -0.0204, -0.0388], [0.0428, -0.0188, -0.0652], [0.0667, -0.0070, 0.0563], [-0.0753, -0.0748, 0.0281], [0.0170, -0.0830, 0.0050], [0.0514, 0.2280, -0.2027]], "homo_lumo_gap_ev": 9.6516, "smiles": "CC/C=C/C/C=C/C/C=C\\C/C=C\\C/C=C/C/C=C/CCC(=O)O", "e_above_lowest_kcal_mol": 29.67, "homo_ev": -8.8}